1.
# C5H15N3

The molecule C5H15N3 at a distorted geometry (ωB97M-V/def2-TZVPD, the OMol25 dataset).

Structure (XYZ):
```
23
C5H15N3 (ωB97M-V/def2-TZVPD)
N 0.2810 0.7354 -3.1693
C 0.3334 1.0816 -1.7490
C 1.4263 0.3965 -0.9578
C 1.4503 0.8092 0.5237
C 0.1337 0.5988 1.2527
N -0.3138 -0.7888 1.1780
C -1.5976 -1.0001 1.8578
N -2.1699 -2.3083 1.6098
H 0.3914 -0.2603 -3.3104
H 1.0157 1.1762 -3.7146
H 0.3319 2.1606 -1.6367
H -0.6449 0.7615 -1.3602
H 2.4072 0.6650 -1.3735
H 1.3710 -0.6867 -1.0284
H 2.2011 0.2369 1.0637
H 1.7109 1.8618 0.5537
H 0.2617 0.8142 2.3167
H -0.6422 1.2963 0.9359
H -0.3351 -1.0724 0.2050
H -1.3703 -0.9180 2.9217
H -2.2967 -0.2230 1.5566
H -2.5229 -2.3416 0.6570
H -1.4225 -2.9949 1.6676
```

- LUMO level: 1.02 eV
- SMILES string: NCCCCNCN
- Electronic energy: -9898.3332 eV
- Highest occupied orbital energy: -0.328 hartree
- ΔE to the lowest compared entry with this formula, charge and spin: 18.9 kcal per mole

Atomic partial charges in e from the Löwdin method, atoms 1 to 8: -0.016, -0.306, -0.224, -0.195, -0.274, -0.076, -0.332, 0.003

2.
# C19H26N5STl

A structure of composition C19H26N5STl (ωB97M-V/def2-TZVPD, the OMol25 dataset).

Structure (XYZ):
```
52
C19H26N5STl (ωB97M-V/def2-TZVPD)
Tl -1.7642 1.0476 0.4833
S -3.7825 2.8860 -3.6249
C -3.6809 4.2346 -2.5761
C -3.2988 3.8767 -1.3199
C -3.0942 2.4710 -1.1164
C -3.2836 1.8128 -2.2996
C -3.0433 0.4005 -2.5829
C -3.3247 -0.1823 -3.8308
C -3.0408 -1.5105 -4.0566
C -2.4522 -2.2540 -3.0388
C -2.2087 -1.6115 -1.8411
N -2.5057 -0.3376 -1.6016
H -3.9366 5.2166 -2.9493
H -3.1708 4.6203 -0.5402
H -3.7729 0.4281 -4.6046
H -3.2763 -1.9707 -5.0086
H -2.1940 -3.2953 -3.1713
H -1.7547 -2.1446 -1.0112
C -0.6808 0.2961 3.8794
C -1.7898 -0.6700 3.4253
C -2.5791 -1.1038 4.6733
C -1.1348 -1.9104 2.8096
C -2.7682 -0.0437 2.4411
H -0.0138 -0.1690 4.6189
H -1.1217 1.1912 4.3273
H -0.0813 0.6159 3.0250
H -1.9310 -1.6147 5.3998
H -3.3859 -1.7836 4.3886
H -3.0246 -0.2327 5.1615
H -0.4309 -2.3885 3.5015
H -0.5943 -1.6321 1.9009
H -1.9024 -2.6374 2.5325
H -3.1950 0.8480 2.9490
C 4.2355 -1.5361 -1.6634
C 5.1568 -0.6419 -0.8414
C 5.4193 0.6795 -1.5576
C 4.6247 -0.4219 0.5715
N 3.3789 0.3361 0.6649
C 2.1392 -0.0102 0.2929
N 1.4042 1.0656 0.1677
N 2.2381 2.0993 0.4352
N 3.4152 1.6762 0.7169
H 4.6760 -1.7341 -2.6443
H 3.2631 -1.0657 -1.8254
H 4.0714 -2.4973 -1.1631
H 6.1142 -1.1654 -0.7025
H 4.5068 1.2737 -1.6346
H 5.7925 0.4917 -2.5675
H 6.1577 1.2804 -1.0161
H 5.3589 0.1399 1.1518
H 4.4696 -1.3934 1.0488
H 1.7968 -1.0297 0.2232
```

- LUMO level (spin up / spin down): 4.07 / 4.12 eV
- Electronic energy: -43097.1816 eV
- Net charge: -2
- Highest occupied orbital energy (spin up / spin down): 0.009 / 0.094 hartree

Atomic partial charges in e from the Löwdin method, atoms 1 to 8: 0.691, 0.907, -0.485, -0.256, -0.301, -0.546, -0.309, -0.060

3.
# C3H4N2O

The molecule C3H4N2O (ωB97M-V/def2-TZVPD, the OMol25 dataset).

Structure (XYZ):
```
10
C3H4N2O (ωB97M-V/def2-TZVPD)
O 2.2167 -0.4207 0.0113
C 0.8949 -0.1389 0.0019
C -0.1370 -1.0274 0.1302
N -1.2710 -0.2354 0.0539
C -0.8662 1.0431 -0.1110
N 0.4453 1.1389 -0.1466
H 2.6689 0.4262 -0.1082
H -0.1694 -2.0968 0.2615
H -2.2231 -0.5580 0.1091
H -1.5591 1.8691 -0.2020
```

- LUMO level: 0.93 eV
- SMILES string: Oc1c[nH]cn1
- Electronic energy: -8203.4427 eV
- Highest occupied orbital energy: -0.304 hartree
- ΔE to the lowest compared entry with this formula, charge and spin: 10.2 kcal per mole

Atomic partial charges in e from the Löwdin method, atoms 1 to 8: 0.056, -0.432, -0.043, 0.033, -0.206, 0.109, 0.108, 0.112